ORCA calculation (ωB97M-V/def2-TZVPD) on 15 unconnected molecules or ions with the total composition C40H100Cl10O30S10 at a distorted geometry.

Atoms and positions in Å:
Cl 2.74 -5.21 0.76
C 2.84 -6.97 0.66
C 1.75 -7.72 1.48
Cl 1.98 -7.55 3.32
H 3.81 -7.27 1.08
H 2.90 -7.34 -0.36
H 1.50 -8.72 1.13
H 0.84 -7.18 1.21
Cl 4.21 -0.19 4.02
C 5.16 -1.41 4.99
C 5.99 -2.42 4.17
Cl 5.05 -3.20 2.91
H 4.51 -1.95 5.67
H 5.85 -0.91 5.66
H 6.29 -3.22 4.85
H 6.80 -1.91 3.65
Cl -3.89 -2.25 6.12
C -3.70 -1.80 4.39
C -2.97 -0.45 4.30
Cl -2.96 -0.01 2.56
H -4.66 -1.84 3.86
H -3.02 -2.44 3.82
H -1.90 -0.31 4.49
H -3.64 0.29 4.73
Cl 0.79 -2.00 -0.62
C 0.72 -0.21 -0.35
C -0.51 0.10 0.60
Cl -0.60 1.86 1.10
H 0.74 0.41 -1.24
H 1.60 0.02 0.26
H -0.50 -0.60 1.44
H -1.45 -0.12 0.08
Cl 2.88 -0.13 -8.57
C 1.98 -1.04 -7.38
C 1.02 -0.12 -6.62
Cl 0.19 -0.93 -5.21
H 2.73 -1.61 -6.84
H 1.49 -1.77 -8.02
H 0.22 0.23 -7.26
H 1.68 0.70 -6.33
O 1.29 4.26 -6.94
S 0.01 4.79 -6.53
O -1.10 4.65 -7.48
O -0.49 3.93 -5.20
C 0.41 3.86 -4.06
C -0.53 3.36 -2.91
C -0.02 6.51 -6.06
H 1.05 4.70 -3.81
H 1.02 3.00 -4.35
H -0.91 2.34 -3.03
H -1.45 3.93 -2.94
H -0.14 3.49 -1.90
H -1.05 6.82 -5.85
H 0.43 6.96 -6.94
H 0.53 6.80 -5.16
O -9.10 -3.88 -2.48
S -7.67 -4.13 -2.52
O -6.93 -3.55 -3.60
O -6.93 -3.66 -1.12
C -5.49 -3.52 -1.04
C -5.08 -3.52 0.43
C -7.22 -5.84 -2.42
H -5.19 -2.64 -1.60
H -5.03 -4.34 -1.61
H -5.71 -2.81 0.97
H -4.02 -3.30 0.58
H -5.28 -4.56 0.69
H -6.32 -5.90 -3.03
H -8.05 -6.47 -2.73
H -6.93 -6.00 -1.38
O -5.91 0.68 -6.89
S -5.20 1.86 -6.38
O -5.88 3.14 -6.45
O -4.65 1.50 -4.82
C -3.72 0.36 -4.62
C -4.43 -1.06 -4.56
C -3.65 2.13 -7.27
H -3.22 0.62 -3.69
H -2.94 0.56 -5.36
H -5.35 -1.15 -3.98
H -3.76 -1.90 -4.34
H -4.72 -1.46 -5.53
H -3.90 2.54 -8.25
H -3.12 1.18 -7.35
H -2.98 2.80 -6.75
O 0.21 -0.69 5.26
S 0.42 0.39 6.26
O -0.46 0.57 7.39
O 1.92 0.09 6.88
C 2.44 0.85 8.07
C 3.76 1.48 7.56
C 0.79 1.94 5.25
H 2.50 0.33 9.02
H 1.64 1.59 8.22
H 4.54 0.72 7.47
H 4.12 2.29 8.20
H 3.51 1.80 6.55
H -0.13 2.03 4.66
H 1.65 1.68 4.63
H 0.98 2.79 5.91
O 2.56 4.20 4.59
S 2.38 4.30 3.15
O 1.07 4.07 2.53
O 3.00 5.68 2.48
C 4.21 6.30 2.97
C 5.21 6.64 1.93
C 3.55 3.15 2.17
H 4.67 5.77 3.81
H 3.86 7.25 3.37
H 5.85 7.43 2.33
H 4.77 7.06 1.02
H 5.86 5.79 1.70
H 3.10 2.15 2.18
H 4.45 3.30 2.76
H 3.65 3.67 1.22
O 0.81 -5.04 6.78
S 1.70 -3.89 6.64
O 1.58 -2.64 7.44
O 3.25 -4.40 6.82
C 3.51 -5.67 6.32
C 4.95 -5.69 5.81
C 1.73 -3.61 4.77
H 2.88 -6.03 5.51
H 3.43 -6.36 7.15
H 5.21 -6.73 5.61
H 5.68 -5.24 6.49
H 4.92 -5.34 4.77
H 2.37 -2.77 4.51
H 0.73 -3.30 4.49
H 2.12 -4.44 4.18
O -2.42 8.98 1.47
S -0.93 9.07 1.46
O -0.19 9.67 0.35
O -0.59 9.91 2.89
C 0.75 10.21 3.08
C 0.73 10.52 4.59
C -0.18 7.41 1.84
H 1.08 10.91 2.31
H 1.36 9.32 2.92
H 0.29 11.44 4.95
H 1.76 10.54 4.94
H 0.23 9.73 5.15
H 0.88 7.39 1.62
H -0.61 6.65 1.19
H -0.33 7.25 2.90
O -2.03 -7.32 -3.04
S -2.36 -6.49 -4.26
O -3.75 -6.06 -4.58
O -1.34 -5.28 -4.33
C -0.05 -5.48 -3.82
C 0.89 -4.41 -4.42
C -1.73 -7.42 -5.79
H 0.46 -6.42 -4.00
H -0.07 -5.41 -2.73
H 0.67 -3.39 -4.08
H 0.78 -4.31 -5.50
H 1.97 -4.50 -4.34
H -2.37 -8.24 -6.12
H -0.71 -7.79 -5.71
H -1.57 -6.66 -6.55
O 7.10 -1.14 -2.67
S 5.68 -1.26 -2.36
O 4.63 -0.44 -3.05
O 5.39 -2.87 -2.41
C 4.02 -3.32 -2.31
C 4.02 -4.79 -2.38
C 5.48 -0.90 -0.55
H 3.28 -2.79 -2.91
H 3.61 -3.26 -1.30
H 4.43 -5.25 -3.27
H 3.04 -5.21 -2.15
H 4.57 -5.27 -1.56
H 6.42 -1.30 -0.17
H 4.54 -1.36 -0.22
H 5.53 0.18 -0.44
O -7.11 -0.05 -1.60
S -6.68 1.15 -0.78
O -7.02 1.31 0.63
O -5.09 1.32 -0.92
C -4.39 2.38 -0.37
C -3.63 3.16 -1.39
C -7.22 2.73 -1.68
H -3.85 1.75 0.33
H -5.04 2.98 0.27
H -3.01 2.43 -1.91
H -3.04 3.98 -0.98
H -4.40 3.72 -1.93
H -8.17 2.42 -2.11
H -6.45 2.99 -2.41
H -7.29 3.52 -0.93

Properties
* energy relative to the best compared isomer or geometry (same formula, charge and spin): 155.9 kcal/mol
* LUMO energy: -0.446 eV
* frontier orbital gap: 0.3678 hartree
* total energy: -12424.65505 Ha
* max |F|: 4.86 eV/Å
* HOMO: -10.4544 eV
* net charge: 0

---

ORCA calculation (ωB97M-V/def2-TZVPD) on 7 unconnected molecules or ions with the total composition C40H102N10O19P4 at a distorted geometry.

Atoms and positions in Å:
H 1.79 -5.66 5.67
N 0.92 -6.05 5.32
C 0.74 -5.58 4.16
N -0.38 -5.96 3.35
N 1.68 -4.64 3.58
C 0.96 -3.51 2.95
C 1.89 -2.33 2.71
C 1.13 -1.03 2.46
C 0.00 -1.23 1.42
C -0.34 -0.06 0.48
P -0.55 1.40 1.60
O 0.72 2.04 1.93
O -1.54 2.46 0.95
O -1.35 0.90 2.89
C -1.66 -0.31 -0.34
P -2.84 -1.67 0.08
N -3.98 -1.75 -0.94
O -3.35 -1.30 1.57
O -2.02 -3.07 0.16
O -1.31 -0.60 -1.69
C 0.06 -0.79 -1.74
O 0.59 -1.60 -2.47
C 0.68 0.14 -0.69
C 2.09 -0.33 -0.34
C 3.15 -0.30 -1.45
C 4.22 0.75 -1.11
P 5.31 0.05 0.13
O 4.59 -0.48 1.31
O 6.39 1.14 0.54
C 6.28 1.68 1.87
C 5.06 2.55 2.07
O 6.07 -1.09 -0.67
C 6.47 -2.25 0.08
C 5.42 -3.33 0.08
P 0.65 1.76 -1.58
O 1.33 1.62 -2.88
O 1.30 2.91 -0.72
O -0.83 2.22 -1.77
H -0.51 -6.96 3.47
H -1.20 -5.53 3.76
H 2.13 -5.16 2.83
H 0.12 -3.22 3.57
H 0.57 -3.85 1.99
H 2.58 -2.54 1.90
H 2.50 -2.21 3.60
H 0.70 -0.74 3.41
H 1.84 -0.29 2.15
H 0.27 -2.07 0.79
H -0.88 -1.54 1.98
H -2.46 2.17 0.96
H -0.73 1.03 3.62
H -2.31 0.56 -0.36
H -3.99 -2.67 -1.36
H -2.96 -1.87 2.24
H -1.64 -3.24 1.02
H 2.06 -1.33 0.08
H 2.45 0.32 0.45
H 2.76 -0.16 -2.45
H 3.65 -1.26 -1.45
H 4.77 1.10 -1.97
H 3.78 1.62 -0.62
H 7.15 2.31 2.00
H 6.35 0.91 2.63
H 4.17 1.98 2.30
H 5.27 3.22 2.90
H 4.93 3.18 1.20
H 6.79 -2.00 1.08
H 7.34 -2.65 -0.42
H 4.46 -2.95 0.42
H 5.27 -3.75 -0.90
H 5.71 -4.09 0.80
H 2.26 2.79 -0.66
H -1.07 2.18 -2.70
C -1.49 3.76 -4.88
O -2.56 3.73 -3.94
C -3.13 4.99 -3.66
C -4.16 5.48 -4.69
C -3.54 6.01 -5.98
N -5.14 4.44 -5.03
H -0.90 4.68 -4.79
H -1.85 3.65 -5.90
H -0.83 2.91 -4.67
H -3.65 4.86 -2.71
H -2.35 5.74 -3.50
H -4.70 6.31 -4.23
H -3.20 5.20 -6.63
H -4.28 6.58 -6.54
H -2.69 6.66 -5.77
H -5.64 4.16 -4.19
H -4.62 3.60 -5.30
C 5.12 -9.28 2.59
O 4.23 -8.25 2.94
C 3.39 -8.52 4.05
C 4.04 -8.28 5.42
C 5.02 -9.37 5.84
N 4.72 -6.98 5.48
H 4.69 -10.27 2.76
H 6.07 -9.20 3.14
H 5.35 -9.18 1.53
H 2.54 -7.83 3.96
H 2.97 -9.53 3.97
H 3.23 -8.27 6.15
H 5.97 -9.29 5.32
H 5.23 -9.29 6.91
H 4.60 -10.37 5.65
H 4.05 -6.24 5.31
H 5.35 -6.93 4.69
C -1.37 -10.46 3.10
O -0.75 -9.74 4.16
C -1.15 -10.13 5.46
C -0.42 -11.38 6.01
C -0.92 -12.69 5.43
N 1.03 -11.29 5.83
H -2.40 -10.73 3.34
H -0.80 -11.36 2.85
H -1.37 -9.81 2.23
H -0.90 -9.29 6.10
H -2.24 -10.26 5.51
H -0.62 -11.40 7.09
H -0.54 -12.86 4.42
H -0.57 -13.53 6.04
H -2.01 -12.73 5.39
H 1.36 -10.46 6.32
H 1.19 -11.08 4.85
C -10.49 4.61 -7.69
O -9.97 5.90 -7.96
C -8.76 6.22 -7.30
C -7.49 5.68 -7.97
C -7.27 4.19 -7.75
N -7.47 5.96 -9.41
H -10.30 4.31 -6.66
H -10.08 3.87 -8.38
H -11.57 4.65 -7.85
H -8.71 7.31 -7.30
H -8.82 5.90 -6.24
H -6.65 6.20 -7.51
H -7.92 3.57 -8.38
H -6.24 3.92 -7.99
H -7.44 3.91 -6.71
H -7.50 6.97 -9.55
H -8.34 5.62 -9.80
C 3.34 5.36 -1.90
O 4.12 4.67 -0.94
C 5.52 4.82 -1.08
C 6.09 6.10 -0.46
C 5.82 7.36 -1.29
N 5.61 6.32 0.91
H 3.84 5.38 -2.88
H 3.11 6.38 -1.58
H 2.40 4.83 -2.00
H 5.96 3.97 -0.56
H 5.80 4.73 -2.14
H 7.17 5.97 -0.42
H 4.79 7.71 -1.18
H 6.47 8.17 -0.95
H 6.01 7.19 -2.35
H 5.89 5.53 1.49
H 4.59 6.27 0.89
C -4.52 9.19 1.94
O -3.40 8.40 1.60
C -3.69 7.12 1.08
C -4.03 7.09 -0.41
C -5.44 7.58 -0.73
N -3.07 7.85 -1.22
H -5.34 8.57 2.33
H -4.88 9.77 1.09
H -4.21 9.89 2.71
H -2.77 6.53 1.23
H -4.47 6.64 1.68
H -3.97 6.04 -0.73
H -5.51 8.67 -0.69
H -5.72 7.29 -1.74
H -6.17 7.16 -0.04
H -2.14 7.44 -1.09
H -2.99 8.77 -0.81

Properties
* LUMO energy: -0.242 eV
* frontier orbital gap: 0.3200 hartree
* total energy: -4928.03197 Ha
* max |F|: 2.21 eV/Å
* HOMO: -8.9483 eV
* net charge: 0